Entry 1:
Molecular formula: C24H41F7O5
Method: DFT, the ωB97M-V functional and the def2-TZVPD basis

Spin multiplicity ... 1
Kohn-Sham gap ... 9.22 eV
E_LUMO ... 0.121 eV
HOMO energy ... -9.09 eV
E ... -54811.09961 eV
Molar mass ... 542.57 g/mol
SMILES string ... CCOC[C@]1(CCC(F)=C(F)F)OC(=O)O[C@]1(O)C(F)(F)C(F)F.CCCCCC.CCCCCC

Geometry as XYZ:
```
77
C24H41F7O5 | the Open Molecules 2025 dataset | the ωB97M-V functional and the def2-TZVPD basis
C -0.851 -1.993 -2.148
C 0.225 -2.996 -1.752
O 0.392 -2.902 -0.332
C 0.318 -4.158 0.289
C 0.432 -4.072 1.801
C 0.286 -5.558 2.253
C 0.381 -5.787 3.782
C -0.957 -6.213 4.287
F -1.347 -7.481 4.039
C -1.779 -5.350 4.911
F -3.069 -5.221 4.642
F -1.337 -4.511 5.835
O -0.711 -3.452 2.369
C -0.308 -2.606 3.361
O -1.052 -1.910 3.999
O 1.045 -2.667 3.488
C 1.652 -3.398 2.438
O 2.645 -4.246 2.881
C 2.390 -2.281 1.626
F 3.445 -1.901 2.382
F 2.916 -2.810 0.504
C 1.573 -1.000 1.347
F 2.068 -0.427 0.227
F 1.695 -0.129 2.357
H -1.789 -2.419 -1.805
H -0.659 -1.085 -1.591
H -0.852 -1.862 -3.224
H 1.180 -2.775 -2.227
H -0.067 -4.006 -2.034
H 1.023 -4.891 -0.108
H -0.676 -4.571 0.092
H -0.718 -5.839 1.951
H 0.960 -6.198 1.689
H 1.052 -6.634 3.930
H 0.778 -4.954 4.343
H 2.797 -4.869 2.164
H 0.521 -1.196 1.163
C 1.572 3.396 -6.513
C 1.693 1.994 -5.924
C 0.433 1.530 -5.197
C 0.041 2.371 -3.981
C 1.115 2.480 -2.899
C 1.484 1.137 -2.276
H 1.421 4.148 -5.737
H 2.480 3.663 -7.056
H 0.736 3.454 -7.213
H 2.556 1.950 -5.255
H 1.900 1.291 -6.736
H 0.565 0.487 -4.892
H -0.405 1.530 -5.902
H -0.865 1.940 -3.540
H -0.235 3.377 -4.308
H 0.743 3.141 -2.112
H 2.013 2.958 -3.300
H 0.607 0.661 -1.836
H 2.220 1.275 -1.485
H 1.915 0.454 -3.010
C 0.194 3.132 1.337
C -0.821 3.617 2.367
C -2.265 3.543 1.873
C -2.575 4.415 0.654
C -2.285 5.904 0.835
C -3.118 6.555 1.934
H 0.188 3.753 0.440
H 1.203 3.162 1.751
H -0.014 2.101 1.042
H -0.574 4.636 2.674
H -0.733 2.998 3.263
H -2.933 3.814 2.695
H -2.502 2.504 1.624
H -3.632 4.287 0.399
H -2.012 4.048 -0.209
H -2.494 6.412 -0.111
H -1.222 6.062 1.037
H -4.186 6.441 1.734
H -2.902 7.623 1.996
H -2.906 6.122 2.913
```

Results of the Löwdin charge analysis, in e, for atoms 1 through 4: -0.0460, -0.2283, -0.1559, -0.1350

---

Entry 2:
Molecular formula: C24H41IN2O3SSiZn
Method: DFT, the ωB97M-V functional and the def2-TZVPD basis

Spin multiplicity ... 1
Kohn-Sham gap (alpha / beta) ... 3.72 / 4.10 eV
E_LUMO (alpha / beta) ... -0.784 / -0.747 eV
HOMO energy (alpha / beta) ... -4.50 / -4.84 eV
E ... -109910.53659 eV
Molar mass ... 658.05 g/mol

Geometry as XYZ:
```
74
C24H41IN2O3SSiZn | the Open Molecules 2025 dataset | the ωB97M-V functional and the def2-TZVPD basis
C -2.496 -0.941 -0.459
C -3.147 1.751 -0.898
H -2.628 -0.563 -1.472
H -2.871 -0.292 0.333
H -3.022 -1.903 -0.378
H -3.640 2.716 -1.073
H -3.659 0.997 -1.491
H -3.140 1.568 0.176
C 0.232 -1.375 -4.140
C -0.171 -2.157 -5.222
C 0.031 -1.678 -6.520
C 0.626 -0.432 -6.711
H 0.084 -1.675 -3.101
H -0.635 -3.122 -5.032
H -0.277 -2.268 -7.383
H 0.805 0.000 -7.695
N 0.827 -0.179 -4.339
C 1.017 0.316 -5.596
C 1.607 1.656 -5.658
N 1.885 2.219 -4.445
C 2.386 3.472 -4.362
C 2.379 3.656 -6.762
C 2.646 4.218 -5.510
H 2.567 3.858 -3.356
H 3.052 5.222 -5.405
C 1.855 2.365 -6.838
H 1.623 1.876 -7.784
H 2.572 4.218 -7.674
Zn 1.398 1.070 -2.873
I -1.097 2.159 -1.669
C -2.274 -3.096 2.463
C -2.348 -1.818 3.287
C -3.795 -1.422 3.546
C -1.598 -2.000 4.599
O -1.752 -0.694 2.550
Si -0.344 -0.697 1.688
S -0.698 -1.337 -0.283
O 0.322 0.803 1.726
C 0.024 1.910 2.638
C -1.306 2.551 2.269
C -0.016 1.425 4.078
C 1.152 2.913 2.440
O 0.712 -1.746 2.398
C 2.174 -1.846 2.339
C 2.681 -1.520 0.940
C 2.782 -0.888 3.352
C 2.517 -3.279 2.718
H -2.903 -3.858 2.946
H -1.247 -3.482 2.426
H -2.637 -2.936 1.442
H -4.291 -2.207 4.131
H -3.847 -0.487 4.117
H -4.343 -1.296 2.604
H -0.547 -2.260 4.414
H -1.645 -1.089 5.207
H -2.061 -2.819 5.168
H -2.135 1.856 2.444
H -1.461 3.434 2.905
H -1.308 2.866 1.218
H 0.918 0.919 4.354
H -0.145 2.291 4.742
H -0.864 0.748 4.240
H 2.115 2.490 2.754
H 1.222 3.214 1.387
H 0.965 3.809 3.045
H 2.487 -0.473 0.676
H 3.769 -1.675 0.918
H 2.224 -2.177 0.192
H 2.373 -1.070 4.354
H 3.869 -1.051 3.396
H 2.609 0.156 3.063
H 2.150 -3.514 3.725
H 2.085 -3.990 2.004
H 3.607 -3.410 2.715
```

Results of the Löwdin charge analysis, in e, for atoms 1 through 4: -0.4571, -0.5357, -0.0060, 0.0092